The following is a DFT calculation (wB97M-V/def2-TZVPD) of CH2FNO as an isolated structure in a non-equilibrium geometry.

Geometry as XYZ:
```
6
Properties=species:S:1:pos:R:3:lowdin_charge:R:1
C -0.90581 0.13948 0.05622 -0.393
N 0.95745 -0.01441 0.12679 0.065
O -1.46064 1.15358 -0.09208 0.174
F -1.34404 -1.08472 0.00632 0.146
H 1.48647 0.76970 -0.18093 0.007
H 1.26657 -0.96363 0.08366 0.001
```

- net charge = 0
- HOMO energy (eV) = -9.9
- relative energy (zero: lowest compared OMol25 entry of this formula, charge and spin) (eV) = 2.194
- HOMO-LUMO gap (eV) = 10.457

The following is a DFT calculation (wB97M-V/def2-TZVPD) of a single C6H6 molecule in a non-equilibrium geometry.

Geometry as XYZ:
```
12
Properties=species:S:1:pos:R:3:lowdin_charge:R:1
C 2.29537 -0.71631 -0.02034 0.114
C 1.34325 0.02488 -0.00503 -0.110
C 0.02708 0.66304 -0.03984 -0.357
C -0.05818 1.99930 0.02406 0.078
C -1.10075 -0.21261 -0.03628 -0.180
C -1.09376 -1.54030 0.01245 0.025
H 3.12194 -1.44767 0.05155 0.052
H 0.76256 2.66391 -0.01910 0.055
H -1.02961 2.52784 0.01820 0.079
H -2.14418 0.22862 -0.02007 0.127
H -2.00144 -2.12554 0.02316 0.055
H -0.12228 -2.06515 0.01123 0.061
```

- net charge = 0
- SMILES string = C#CC(=C)C=C
- HOMO energy (eV) = -8.9
- relative energy (zero: lowest compared OMol25 entry of this formula, charge and spin) (eV) = 3.275
- HOMO-LUMO gap (eV) = 9.502

The following is a DFT calculation (wB97M-V/def2-TZVPD) of a 8-piece molecular cluster, C32H53N5O6 overall in a non-equilibrium geometry.

Geometry as XYZ:
```
96
Properties=species:S:1:pos:R:3:mulliken_spin:R:1
O -4.93118 3.37359 -3.02442 0.000
C -3.74159 3.48105 -2.77697 0.000
O -3.27019 4.04399 -1.61992 0.000
C -1.86081 4.06082 -1.56554 0.000
C -1.42664 3.10056 -2.69444 0.000
C -2.58314 3.04041 -3.62170 0.000
H -1.45792 3.59490 -0.66626 0.000
H -1.50845 5.07086 -1.77469 0.000
H -0.97123 2.15661 -2.39497 0.000
H -0.69335 3.58873 -3.33638 0.000
H -2.87583 2.04318 -3.95033 0.000
H -2.49111 3.81296 -4.38509 0.000
O 1.40607 1.18213 -7.53548 0.000
C 2.42647 1.73822 -7.10091 0.000
O 2.82363 3.03529 -7.47488 0.000
C 4.11086 3.38305 -6.93650 0.000
C 4.44203 2.34654 -5.94453 0.000
C 3.42818 1.22209 -6.06477 0.000
H 4.01127 4.34204 -6.42806 0.000
H 4.78263 3.47964 -7.78945 0.000
H 4.36415 2.78855 -4.95123 0.000
H 5.43998 2.18461 -6.35193 0.000
H 2.99774 0.94934 -5.10122 0.000
H 3.96378 0.33520 -6.40339 0.000
O -0.42547 -4.69708 -3.60560 0.868
C -0.48508 -5.35662 -2.52455 -0.035
O -0.79947 -6.67118 -2.56762 0.070
C -1.33007 -7.15686 -1.32345 0.000
C -0.66305 -6.22218 -0.30028 0.017
C -0.52437 -4.89630 -1.05104 0.079
H -1.27838 -8.23171 -1.14990 0.009
H -2.41537 -7.13878 -1.22408 -0.001
H 0.35870 -6.55139 -0.11120 0.001
H -1.18064 -6.02317 0.63811 0.007
H 0.33141 -4.25785 -0.83170 -0.007
H -1.39616 -4.29730 -0.78784 -0.008
C -6.06251 1.05224 0.85348 0.000
C -4.70938 1.80881 0.95014 0.000
C -3.44598 1.03089 0.34210 0.000
C -3.36900 -0.38288 0.74437 0.000
N -3.36195 -1.48628 1.02994 0.000
H -6.44895 1.14415 -0.16157 0.000
H -6.87963 1.27089 1.54093 0.000
H -6.09080 -0.03735 0.86386 0.000
H -4.65819 2.10606 1.99757 0.000
H -4.90608 2.75019 0.43710 0.000
H -2.46682 1.49560 0.45775 0.000
H -3.54096 0.94909 -0.74067 0.000
C -0.83950 2.66642 3.65701 0.000
C -0.38560 4.13251 3.76531 0.000
C -0.46525 4.85791 2.50526 0.000
C 0.38320 4.35861 1.38935 0.000
N 1.03666 3.97753 0.52439 0.000
H 0.06951 2.09664 3.46425 0.000
H -1.63935 2.49864 2.93576 0.000
H -1.24192 2.21546 4.56409 0.000
H 0.60019 4.37412 4.16270 0.000
H -1.03228 4.47193 4.57445 0.000
H -0.23365 5.89032 2.76713 0.000
H -1.52740 4.81934 2.26347 0.000
C 5.44870 0.08366 1.00675 0.000
C 5.14692 -1.40463 0.65546 0.000
C 6.30763 -2.32048 0.79896 0.000
C 7.66657 -1.76140 0.40017 0.000
N 8.68832 -1.33654 0.05034 0.000
H 4.64850 0.77405 0.74004 0.000
H 6.39640 0.44061 0.60356 0.000
H 5.49751 0.18000 2.09139 0.000
H 4.90631 -1.29615 -0.40211 0.000
H 4.23594 -1.76263 1.13510 0.000
H 6.27815 -3.30767 0.33777 0.000
H 6.37942 -2.34094 1.88640 0.000
C -1.50799 -2.07286 5.24721 0.000
C -1.94488 -3.07860 6.35559 0.000
C -3.24279 -3.89687 5.83213 0.000
C -3.09856 -4.33090 4.41371 0.000
N -3.03002 -4.69055 3.32075 0.000
H -1.12673 -2.67541 4.42279 0.000
H -0.78816 -1.32559 5.58119 0.000
H -2.35340 -1.48177 4.89509 0.000
H -2.11719 -2.63895 7.33799 0.000
H -1.16234 -3.83077 6.45548 0.000
H -4.17299 -3.33590 5.74201 0.000
H -3.38083 -4.77705 6.46009 0.000
C 0.02363 -0.47513 1.71421 0.000
C 0.81919 -0.81265 0.51888 0.000
C 1.39526 0.42934 -0.32607 0.000
C 2.13777 0.14341 -1.49296 0.000
N 2.70509 -0.12952 -2.42261 0.000
H -0.37584 -1.40549 2.11791 0.000
H -0.83834 0.16453 1.52463 0.000
H 0.65380 0.16425 2.33241 0.000
H 0.11633 -1.36374 -0.10592 0.000
H 1.59716 -1.55100 0.71303 0.000
H 2.08799 0.90414 0.36876 0.000
H 0.64176 1.20441 -0.46611 0.000
```

- net charge = +1
- HOMO energy (spin up / spin down) (eV) = -11.6 / -11.6
- spin multiplicity = 2
- HOMO-LUMO gap (spin up / spin down) (eV) = 6.642 / 2.160

The following is a DFT calculation (wB97M-V/def2-TZVPD) of a single C2H9N3S molecule in a non-equilibrium geometry.

Geometry as XYZ:
```
15
Properties=species:S:1:pos:R:3:lowdin_charge:R:1
C -0.97580 1.15534 0.71620 -0.169
N -0.47475 0.38360 -0.37002 -0.364
C -1.22847 -0.81351 -0.53355 -0.212
S 1.27314 -0.16535 -0.19162 0.692
N 1.89265 -1.02312 0.92821 -0.230
N 2.17094 1.03201 -0.42625 -0.269
H -0.06671 1.36739 1.43771 0.114
H -1.39824 2.12584 0.32165 0.092
H -1.79646 0.75322 1.31551 0.070
H -0.64026 -1.81268 -0.58052 0.092
H -1.83409 -1.03966 0.30369 0.054
H -1.88170 -0.89945 -1.41301 0.084
H 1.18467 -0.88771 -1.40677 0.072
H 1.72572 -1.98271 0.93979 -0.031
H 2.04937 1.80683 -1.04102 0.003
```

- net charge = 0
- SMILES string = CN(C)[SH](=N)=N
- HOMO energy (eV) = -9.3
- relative energy (zero: lowest compared OMol25 entry of this formula, charge and spin) (eV) = 1.539
- HOMO-LUMO gap (eV) = 9.931

The following is a DFT calculation (wB97M-V/def2-TZVPD) of a single C19H18ClN5O3S molecule in a non-equilibrium geometry.

Geometry as XYZ:
```
47
Properties=species:S:1:pos:R:3:lowdin_charge:R:1
C 8.42367 0.24922 -0.49870 -0.062
C 7.36969 1.26705 -0.90754 -0.214
O 6.17680 0.62437 -1.37141 -0.004
C 5.30927 0.21719 -0.44636 -0.477
O 5.43015 0.38287 0.73632 0.125
C 4.12191 -0.48106 -1.09946 -0.059
N 3.12300 -0.82017 -0.12454 0.063
C 2.95788 -2.08611 0.29878 -0.563
O 3.50798 -3.04884 -0.19036 0.059
C 1.97562 -2.21630 1.45873 -0.340
S 0.23640 -2.14383 0.91922 1.024
C 0.01044 -0.42935 0.82065 -0.584
N 0.92315 0.49439 0.99887 0.006
N 0.34570 1.68398 0.81420 0.098
C -0.91413 1.50098 0.52348 -0.241
C -1.86023 2.57881 0.30776 -0.151
C -1.38826 3.80334 -0.16754 -0.002
C -2.29525 4.83226 -0.35061 -0.138
N -3.58860 4.71846 -0.09726 0.059
C -4.03053 3.56488 0.37083 -0.138
C -3.21952 2.46434 0.59646 -0.010
N -1.19250 0.14801 0.51377 0.053
C -2.37747 -0.51543 0.14377 -0.247
C -2.93839 -1.46446 0.98977 -0.030
C -4.09843 -2.11612 0.61680 -0.085
C -4.69350 -1.81492 -0.59951 -0.668
Cl -6.14354 -2.62425 -1.06256 0.693
C -4.13525 -0.87049 -1.44945 -0.083
C -2.97314 -0.22305 -1.07883 -0.003
H 8.64536 -0.41753 -1.32837 0.078
H 8.06461 -0.33966 0.34167 0.076
H 9.33275 0.76536 -0.20399 0.077
H 7.11568 1.91270 -0.06075 0.121
H 7.70902 1.87177 -1.75072 0.122
H 4.47423 -1.41193 -1.55645 0.137
H 3.70992 0.16541 -1.87950 0.137
H 2.65086 -0.06744 0.37470 0.099
H 2.12194 -1.43126 2.19829 0.086
H 2.08560 -3.20293 1.90761 0.085
H -0.33849 3.92547 -0.37802 0.110
H -1.97535 5.79737 -0.72015 0.107
H -5.09146 3.51956 0.57843 0.107
H -3.63578 1.55480 1.00070 0.110
H -2.46976 -1.68754 1.93539 0.111
H -4.54072 -2.85315 1.26741 0.111
H -4.60410 -0.64876 -2.39460 0.111
H -2.52696 0.51072 -1.73319 0.131
```

- net charge = 0
- SMILES string = CCOC(=O)CNC(=O)CSc1nnc(-c2ccncc2)n1-c1ccc(Cl)cc1
- HOMO energy (eV) = -8.8
- HOMO-LUMO gap (eV) = 8.764

The following is a DFT calculation (wB97M-V/def2-TZVPD) of a single C3H3BrO molecule in a non-equilibrium geometry.

Geometry as XYZ:
```
8
Properties=species:S:1:pos:R:3:lowdin_charge:R:1
O 0.28511 1.07681 -2.40581 0.030
C 0.01037 0.53049 -1.33848 -0.299
C 0.70882 0.31543 -0.02737 -0.147
C 0.34769 -0.34560 1.16467 -0.588
Br 1.34629 -0.46147 2.74406 0.701
H -1.12092 0.18466 -1.15134 0.135
H 1.69491 0.78438 -0.27660 0.113
H -0.65403 -0.77886 1.41303 0.056
```

- net charge = 0
- SMILES string = O=C/C=C/Br
- HOMO energy (eV) = -10.1
- relative energy (zero: lowest compared OMol25 entry of this formula, charge and spin) (eV) = 1.175
- HOMO-LUMO gap (eV) = 9.338

The following is a DFT calculation (wB97M-V/def2-TZVPD) of a 11-piece molecular cluster, CH23O11 overall in a non-equilibrium geometry.

Geometry as XYZ:
```
35
Properties=species:S:1:pos:R:3:lowdin_charge:R:1
C 10.69300 26.97721 3.00655 -0.268
O 11.39463 25.77389 3.05170 -0.442
H 11.26208 27.87437 2.70740 0.062
H 9.78064 26.85426 2.39807 0.066
H 10.27948 27.23144 4.00769 0.060
O 11.53905 30.97630 3.23983 -0.064
H 10.64576 30.98282 2.87952 0.034
H 11.80731 30.05025 3.19812 0.014
O 12.37335 22.53895 3.79326 -0.062
H 12.10905 23.46088 3.64256 0.007
H 13.23085 22.60266 4.22331 0.028
O 9.21495 28.40386 -0.10104 -0.065
H 9.55437 27.50841 0.02782 0.020
H 8.45539 28.29887 -0.68264 0.029
O 13.44260 26.88288 4.76284 -0.077
H 12.79035 26.40913 4.20770 -0.016
H 12.98081 27.67537 5.05055 0.017
O 10.52923 24.55172 5.47424 -0.076
H 9.79419 24.93378 5.96598 0.039
H 10.73109 25.19975 4.76409 -0.008
O 9.27718 23.87106 3.00643 -0.072
H 9.82352 24.67294 3.06688 -0.015
H 9.54301 23.38069 3.79269 0.033
O 11.66118 24.77513 0.42272 -0.095
H 12.42234 25.36945 0.44610 0.000
H 11.30710 24.83113 1.33496 -0.006
O 9.28353 28.22040 6.91253 -0.064
H 10.19111 28.02247 7.16839 0.032
H 9.37054 28.83934 6.17917 0.028
O 7.59812 24.78869 0.81972 -0.077
H 8.15013 24.66342 1.61204 -0.009
H 8.21197 25.10986 0.15271 0.015
O 13.87830 26.36783 1.84667 -0.080
H 13.05118 26.29680 2.35617 -0.027
H 14.36835 25.57605 2.08670 0.040
```

- net charge = -1
- HOMO energy (eV) = -6.0
- relative energy (zero: lowest compared OMol25 entry of this formula, charge and spin) (eV) = 0.671
- HOMO-LUMO gap (eV) = 8.586

The following is a DFT calculation (wB97M-V/def2-TZVPD) of C34H30F10N4O2PSe2Ti as an isolated structure in a non-equilibrium geometry.

Geometry as XYZ:
```
84
Properties=species:S:1:pos:R:3:lowdin_charge:R:1
Ti 0.72570 1.16466 -0.67656 0.857
C 1.11309 4.25623 -0.94347 -0.059
N 1.19089 3.24907 0.11437 -0.321
C 0.16227 3.46281 1.13248 -0.200
C -1.21542 3.17084 0.53632 -0.196
N -1.08203 2.10130 -0.44996 -0.094
C -2.13934 1.86978 -1.26686 -0.197
C -1.92010 1.12289 -2.44575 -0.180
F -0.62802 0.79031 -2.68838 0.045
C -2.87719 0.81766 -3.37781 -0.161
F -2.56116 0.15430 -4.49367 0.119
C -4.18099 1.24638 -3.18061 -0.146
F -5.13683 0.98343 -4.08742 0.100
C -4.45863 1.98681 -2.04991 -0.147
F -5.71019 2.42990 -1.84707 0.102
C -3.47455 2.31464 -1.13505 -0.137
F -3.86367 3.11516 -0.11803 0.074
C 2.55165 3.21650 0.66976 -0.213
C 3.41256 2.21091 -0.13965 -0.259
N 2.56911 1.67186 -1.18536 -0.148
C 3.10289 0.92439 -2.18033 -0.195
C 4.20399 0.04926 -2.12399 -0.137
F 4.84523 -0.15275 -0.95023 0.083
C 4.61345 -0.69513 -3.21254 -0.151
F 5.61591 -1.57664 -3.06384 0.106
C 4.00917 -0.54806 -4.44221 -0.149
F 4.44668 -1.25176 -5.49903 0.107
C 2.95675 0.34638 -4.57214 -0.150
F 2.41185 0.55918 -5.77423 0.121
C 2.52538 1.03849 -3.47012 -0.146
F 1.51831 1.92713 -3.57422 0.087
H 1.17905 5.26874 -0.51891 0.097
H 0.17535 4.16883 -1.49367 0.091
H 1.93208 4.10374 -1.64414 0.090
H 0.19149 4.49033 1.52663 0.129
H 0.34948 2.76223 1.94630 0.059
H -1.61450 4.07543 0.05794 0.118
H -1.89875 2.89780 1.34309 0.101
H 2.49804 2.89517 1.70810 0.070
H 3.00527 4.21592 0.65247 0.117
H 3.79691 1.44690 0.54454 0.052
H 4.27805 2.72176 -0.58670 0.120
Se 1.52294 0.25948 1.56031 0.340
P -1.33696 -0.78758 1.17473 0.454
Se -2.31896 -1.70343 -0.50577 0.261
C -2.51865 0.29588 2.05711 -0.414
C -3.82361 0.49190 1.62697 -0.128
C -4.65580 1.36781 2.31047 -0.098
C -4.18940 2.04330 3.42742 -0.112
C -2.88495 1.84812 3.86276 -0.104
C -2.05034 0.97762 3.18153 -0.122
C -1.23854 -2.11558 2.49393 -0.407
C -0.27273 -2.04335 3.49835 -0.149
C -0.11815 -3.07817 4.41186 -0.104
C -0.93569 -4.19729 4.34496 -0.118
C -1.91972 -4.26041 3.36880 -0.109
C -2.07173 -3.23085 2.45031 -0.144
H -4.18318 -0.03595 0.75195 0.049
H -5.66766 1.53362 1.96297 0.100
H -4.83823 2.73451 3.95102 0.090
H -2.51587 2.37957 4.73191 0.095
H -1.02087 0.84345 3.49361 0.081
H 0.39656 -1.19430 3.53831 0.014
H 0.65420 -3.01002 5.16845 0.094
H -0.79975 -5.01481 5.04219 0.090
H -2.57429 -5.12243 3.32074 0.094
H -2.84254 -3.28991 1.69080 0.045
O 1.71080 -1.79136 -2.87040 0.104
C 1.47891 -1.61191 -1.69489 -0.552
O 0.73899 -0.71638 -1.14789 -0.291
C 2.15209 -2.57126 -0.65122 -0.161
N 1.16605 -2.78984 0.43467 0.061
C 0.45330 -4.04054 0.09011 -0.129
C 1.55076 -4.93153 -0.48071 -0.141
C 2.47253 -3.95109 -1.22937 -0.107
H 3.01572 -2.03159 -0.26221 0.142
H 0.55815 -1.94705 0.42641 0.007
H 1.60125 -2.80565 1.35719 0.153
H -0.29318 -3.80626 -0.66902 0.086
H -0.04999 -4.45104 0.96178 0.121
H 1.14357 -5.69464 -1.14085 0.113
H 2.09933 -5.42630 0.32445 0.109
H 2.26325 -3.91794 -2.29792 0.113
H 3.52320 -4.20955 -1.10599 0.114
```

- net charge = -1
- HOMO energy (spin up / spin down) (eV) = -2.9 / -2.9
- relative energy (zero: lowest compared OMol25 entry of this formula, charge and spin) (eV) = 1.699
- HOMO-LUMO gap (spin up / spin down) (eV) = 5.023 / 5.020